{
  "formula": "C43H62AlF23NO15",
  "method": "ωB97M-V/def2-TZVPD",
  "elements": ["C", "C", "Al", "C", "C", "C", "C", "O", "C", "O", "C", "C", "C", "C", "N", "C", "C", "C", "O", "C", "C", "C", "C", "F", "F", "C", "F", "F", "F", "H", "H", "H", "H", "H", "H", "H", "H", "H", "H", "H", "H", "H", "H", "H", "H", "H", "H", "H", "H", "H", "H", "H", "H", "H", "H", "H", "H", "H", "H", "H", "H", "C", "C", "O", "C", "O", "C", "F", "F", "F", "H", "H", "H", "H", "H", "C", "C", "O", "C", "O", "C", "F", "F", "F", "H", "H", "H", "H", "H", "C", "C", "O", "C", "O", "C", "F", "F", "F", "H", "H", "H", "H", "H", "C", "C", "O", "C", "O", "C", "F", "F", "F", "H", "H", "H", "H", "H", "C", "C", "O", "C", "O", "C", "F", "F", "F", "H", "H", "H", "H", "H", "C", "C", "O", "C", "O", "C", "F", "F", "F", "H", "H", "H", "H", "H"],
  "xyz": [[-3.864, -5.235, -0.597], [-2.531, -5.366, -1.074], [-1.226, -3.850, -1.510], [-0.705, -2.975, 0.302], [-1.997, -2.285, 1.018], [-1.400, -1.254, 2.129], [-1.448, 0.296, 1.606], [-0.325, 1.081, 2.155], [0.719, 1.210, 1.218], [1.063, 0.273, 0.471], [0.390, -4.714, -2.460], [1.676, -3.767, -2.537], [2.515, -3.697, -1.159], [3.296, -2.298, -1.164], [4.456, -2.224, -0.223], [4.752, -0.822, 0.183], [4.307, -3.124, 0.937], [5.443, -4.259, 1.083], [3.374, -3.042, 1.782], [-2.051, -2.339, -2.666], [-3.623, -2.633, -2.775], [-4.438, -1.680, -3.781], [-3.747, -0.287, -4.106], [-3.367, 0.451, -2.942], [-2.653, -0.438, -5.022], [-4.790, 0.700, -4.889], [-5.025, 1.854, -4.092], [-6.036, 0.106, -5.137], [-4.272, 1.118, -6.141], [-4.628, -6.008, -0.976], [-4.132, -4.362, 0.084], [-2.142, -6.447, -1.194], [-0.242, -3.714, 1.036], [0.044, -2.124, 0.073], [-2.607, -3.066, 1.594], [-2.648, -1.721, 0.271], [-0.320, -1.597, 2.325], [-2.037, -1.344, 3.076], [-1.464, 0.266, 0.469], [-2.401, 0.774, 2.037], [1.297, 2.195, 1.179], [0.611, -5.745, -1.993], [0.043, -4.910, -3.545], [2.411, -4.186, -3.322], [1.447, -2.687, -2.832], [3.224, -4.608, -1.142], [1.870, -3.780, -0.225], [2.538, -1.453, -1.025], [3.735, -2.181, -2.226], [4.283, -0.139, -0.618], [4.286, -0.507, 1.175], [5.877, -0.582, 0.153], [5.196, -5.029, 1.879], [6.419, -3.706, 1.295], [5.569, -4.726, 0.039], [-1.510, -2.242, -3.664], [-1.884, -1.374, -2.082], [-3.728, -3.733, -3.091], [-4.066, -2.546, -1.723], [-4.710, -2.255, -4.726], [-5.442, -1.443, -3.263], [9.903, -4.632, 6.287], [9.658, -5.479, 5.052], [9.276, -4.664, 3.932], [10.269, -3.976, 3.339], [11.420, -4.009, 3.690], [9.739, -3.181, 2.151], [8.637, -2.462, 2.457], [9.398, -3.981, 1.117], [10.636, -2.304, 1.669], [9.025, -4.021, 6.510], [10.128, -5.262, 7.149], [10.738, -3.943, 6.139], [8.828, -6.163, 5.240], [10.529, -6.091, 4.800], [-4.480, 5.114, -4.268], [-5.145, 6.452, -4.528], [-6.195, 6.704, -3.579], [-5.797, 7.071, -2.348], [-4.647, 7.194, -2.014], [-7.000, 7.339, -1.449], [-7.908, 6.344, -1.494], [-7.649, 8.467, -1.804], [-6.658, 7.484, -0.157], [-5.222, 4.313, -4.264], [-3.730, 4.900, -5.031], [-3.990, 5.095, -3.292], [-5.611, 6.439, -5.516], [-4.422, 7.273, -4.526], [-3.183, 2.287, 5.473], [-2.140, 1.257, 5.862], [-2.553, 0.518, 7.025], [-3.496, -0.420, 6.819], [-3.993, -0.661, 5.751], [-3.822, -1.151, 8.118], [-4.056, -0.303, 9.142], [-2.811, -1.953, 8.509], [-4.911, -1.931, 8.014], [-3.404, 2.945, 6.317], [-2.836, 2.889, 4.631], [-4.125, 1.813, 5.188], [-1.210, 1.766, 6.126], [-1.910, 0.578, 5.036], [-0.266, 5.659, 0.146], [0.328, 6.099, -1.176], [1.557, 6.818, -0.977], [2.631, 6.064, -0.670], [2.612, 4.864, -0.560], [3.874, 6.935, -0.514], [3.663, 7.998, 0.287], [4.295, 7.425, -1.699], [4.914, 6.265, 0.012], [-0.402, 6.517, 0.810], [-1.229, 5.171, -0.005], [0.394, 4.960, 0.665], [-0.362, 6.784, -1.674], [0.485, 5.254, -1.853], [-7.486, -5.496, 4.884], [-7.736, -6.356, 3.660], [-8.131, -5.555, 2.535], [-7.142, -4.867, 1.930], [-5.992, -4.893, 2.274], [-7.680, -4.084, 0.736], [-8.783, -3.369, 1.045], [-8.023, -4.898, -0.283], [-6.786, -3.211, 0.246], [-8.366, -4.887, 5.109], [-7.251, -6.117, 5.751], [-6.656, -4.805, 4.724], [-8.562, -7.043, 3.861], [-6.865, -6.966, 3.407], [6.306, 6.000, -3.647], [6.556, 4.953, -4.715], [5.736, 5.186, -5.873], [6.130, 6.190, -6.677], [7.099, 6.876, -6.482], [5.200, 6.314, -7.880], [3.900, 6.328, -7.526], [5.353, 5.286, -8.739], [5.415, 7.438, -8.586], [5.246, 6.040, -3.392], [6.882, 5.780, -2.747], [6.585, 6.998, -3.994], [6.280, 3.969, -4.329], [7.611, 4.902, -4.997]],
  "total_energy_ev": -146896.554,
  "total_charge": -1,
  "orbital_gap_ev": 6.02,
  "e_homo_ev": -4.3
}

=====

{
  "formula": "C28H34BiF10N3O8SbSe4",
  "method": "ωB97M-V/def2-TZVPD",
  "elements": ["Bi", "C", "C", "O", "C", "C", "O", "C", "C", "O", "C", "C", "O", "H", "H", "H", "H", "H", "H", "H", "H", "H", "H", "H", "H", "H", "H", "H", "H", "C", "C", "N", "C", "C", "C", "O", "O", "C", "O", "C", "C", "C", "F", "C", "C", "C", "N", "C", "C", "N", "C", "C", "H", "H", "H", "H", "H", "H", "H", "H", "H", "H", "H", "H", "H", "H", "H", "H", "H", "H", "F", "C", "F", "F", "C", "O", "C", "F", "F", "F", "C", "F", "F", "F", "Se", "Sb", "Se", "Se", "Se"],
  "xyz": [[1.314, 0.204, 1.641], [3.077, -0.074, 5.265], [1.977, -1.126, 5.274], [0.748, -0.480, 5.521], [-0.413, -1.088, 4.983], [-1.420, 0.002, 4.670], [-0.841, 0.943, 3.770], [-1.147, 2.276, 4.082], [-0.434, 3.210, 3.099], [0.839, 2.761, 2.668], [1.945, 3.013, 3.531], [2.137, 2.046, 4.701], [2.884, 0.918, 4.272], [4.026, -0.561, 5.031], [3.148, 0.394, 6.254], [2.188, -1.871, 6.054], [1.966, -1.648, 4.309], [-0.859, -1.788, 5.702], [-0.164, -1.649, 4.080], [-1.698, 0.510, 5.600], [-2.314, -0.438, 4.219], [-0.832, 2.482, 5.116], [-2.228, 2.452, 4.020], [-0.355, 4.202, 3.562], [-1.014, 3.299, 2.180], [1.876, 4.035, 3.921], [2.815, 2.917, 2.877], [1.185, 1.713, 5.117], [2.698, 2.566, 5.492], [-1.749, -4.682, -2.742], [-0.539, -4.036, -3.402], [-0.047, -2.876, -2.657], [0.768, -3.094, -1.615], [1.314, -2.113, -0.837], [2.071, -2.605, 0.379], [2.588, -3.707, 0.331], [2.050, -1.870, 1.457], [1.096, -0.763, -1.207], [1.486, 0.261, -0.564], [0.277, -0.529, -2.354], [0.036, 0.790, -2.769], [-0.931, 1.045, -3.679], [-1.088, 2.302, -4.142], [-1.791, 0.027, -4.145], [-1.449, -1.282, -3.849], [-0.394, -1.581, -2.982], [-2.909, 0.349, -4.902], [-3.730, -0.729, -5.397], [-4.591, -1.320, -4.250], [-4.718, -0.285, -3.198], [-5.002, 1.051, -3.757], [-3.732, 1.499, -4.520], [-2.117, -5.505, -3.357], [-2.549, -3.959, -2.583], [-1.481, -5.074, -1.761], [-0.762, -3.724, -4.421], [0.282, -4.752, -3.453], [0.967, -4.122, -1.344], [0.609, 1.595, -2.334], [-2.059, -2.095, -4.206], [-3.114, -1.493, -5.868], [-4.378, -0.305, -6.168], [-4.141, -2.192, -3.777], [-5.582, -1.592, -4.615], [-3.819, -0.197, -2.653], [-5.361, -0.589, -2.461], [-5.165, 1.726, -2.918], [-5.891, 1.008, -4.387], [-3.179, 2.149, -3.852], [-3.999, 2.062, -5.419], [2.805, 2.708, -1.294], [4.074, 2.730, -0.880], [4.286, 3.968, -0.384], [4.852, 2.626, -1.981], [4.367, 1.629, 0.204], [3.370, 1.487, 1.076], [4.801, 0.317, -0.558], [4.145, 0.111, -1.714], [4.610, -0.755, 0.213], [6.112, 0.320, -0.900], [5.650, 2.105, 0.980], [5.333, 3.044, 1.883], [6.616, 2.634, 0.197], [6.212, 1.089, 1.659], [-3.875, -2.215, -1.173], [-3.128, -0.352, 0.278], [-0.768, -0.948, 1.058], [-4.617, 0.080, 2.129], [-3.225, 1.412, -1.426]],
  "total_energy_ev": -351378.994,
  "total_charge": -1,
  "orbital_gap_ev": 6.39,
  "e_homo_ev": -4.6
}

=====

{
  "formula": "C39H76BeCuF9N4O13S3",
  "method": "ωB97M-V/def2-TZVPD",
  "elements": ["Be", "Cu", "C", "F", "F", "F", "S", "O", "O", "O", "C", "F", "F", "F", "S", "O", "O", "O", "C", "F", "F", "F", "S", "O", "O", "O", "C", "C", "C", "C", "C", "C", "N", "O", "C", "C", "C", "H", "H", "H", "H", "H", "H", "H", "H", "H", "H", "H", "H", "H", "H", "H", "H", "H", "H", "H", "C", "C", "C", "C", "C", "C", "N", "O", "C", "C", "C", "H", "H", "H", "H", "H", "H", "H", "H", "H", "H", "H", "H", "H", "H", "H", "H", "H", "H", "H", "C", "C", "C", "C", "C", "C", "N", "O", "C", "C", "C", "H", "H", "H", "H", "H", "H", "H", "H", "H", "H", "H", "H", "H", "H", "H", "H", "H", "H", "H", "C", "C", "C", "C", "C", "C", "N", "O", "C", "C", "C", "H", "H", "H", "H", "H", "H", "H", "H", "H", "H", "H", "H", "H", "H", "H", "H", "H", "H", "H"],
  "xyz": [[-3.194, -1.796, 4.122], [1.297, -4.128, 3.369], [1.335, 0.513, 5.154], [2.591, 0.484, 5.618], [0.603, 1.196, 5.982], [1.355, 1.114, 3.923], [0.486, -1.223, 5.036], [0.440, -1.672, 6.458], [-0.797, -1.077, 4.380], [1.304, -2.157, 4.229], [-1.059, -2.549, -0.581], [-2.222, -1.901, -0.807], [-1.094, -3.852, -0.699], [-0.061, -2.038, -1.334], [-0.634, -2.146, 1.300], [-1.881, -1.862, 1.982], [0.045, -3.308, 1.898], [0.301, -1.013, 1.143], [-2.468, -6.419, 5.216], [-3.703, -6.002, 5.434], [-1.939, -6.932, 6.313], [-2.218, -7.257, 4.164], [-1.415, -4.806, 4.954], [-2.177, -3.963, 4.075], [-1.104, -4.077, 6.223], [-0.184, -5.220, 4.310], [-6.597, 1.472, 3.294], [-5.088, 0.970, 3.039], [-4.386, 1.884, 2.001], [-3.931, 3.253, 2.602], [-3.086, 3.010, 3.884], [-3.794, 2.098, 4.926], [-4.250, 0.854, 4.221], [-4.740, -0.127, 5.070], [-2.643, 1.631, 5.916], [-4.716, 2.957, 5.734], [-5.137, -0.468, 2.339], [-7.061, 0.820, 4.034], [-7.150, 1.424, 2.356], [-6.674, 2.505, 3.632], [-3.570, 1.360, 1.503], [-5.153, 2.181, 1.286], [-4.776, 3.894, 2.851], [-3.190, 3.706, 1.944], [-3.009, 3.991, 4.354], [-2.161, 2.456, 3.728], [-2.233, 0.636, 5.741], [-1.755, 2.255, 6.015], [-2.998, 1.386, 6.917], [-5.575, 2.315, 5.929], [-4.252, 3.319, 6.652], [-5.129, 3.814, 5.203], [-4.170, -0.832, 1.992], [-5.686, -0.431, 1.397], [-5.701, -1.212, 2.902], [-5.241, 0.357, 5.730], [4.997, -1.922, 3.436], [4.898, -1.248, 2.072], [6.364, -1.364, 1.485], [6.459, -0.999, -0.004], [5.448, -1.870, -0.754], [3.985, -1.965, -0.257], [3.944, -2.036, 1.215], [2.740, -2.328, 1.771], [3.137, -0.778, -0.758], [3.417, -3.300, -0.771], [4.614, 0.298, 2.124], [5.416, -1.208, 4.145], [5.546, -2.863, 3.448], [4.070, -2.136, 3.969], [7.044, -0.712, 2.034], [6.750, -2.374, 1.619], [7.497, -0.963, -0.337], [6.251, 0.049, -0.218], [5.867, -2.874, -0.814], [5.339, -1.385, -1.724], [2.964, -0.819, -1.833], [2.192, -0.568, -0.257], [3.710, 0.137, -0.606], [2.348, -3.369, -0.572], [3.550, -3.401, -1.848], [3.857, -4.167, -0.279], [5.313, 0.850, 2.752], [3.607, 0.463, 2.508], [4.628, 0.881, 1.203], [2.311, -1.473, 1.688], [-0.290, -3.577, -7.421], [-0.314, -2.031, -7.080], [-0.080, -1.976, -5.514], [0.303, -0.606, -4.944], [1.474, -0.023, -5.774], [1.274, -0.001, -7.312], [0.733, -1.320, -7.789], [0.730, -1.471, -9.179], [0.219, 1.090, -7.703], [2.601, 0.317, -8.027], [-1.705, -1.590, -7.423], [-0.992, -4.125, -6.793], [0.666, -4.029, -7.155], [-0.432, -3.769, -8.485], [-0.957, -2.379, -5.006], [0.639, -2.742, -5.222], [0.589, -0.744, -3.901], [-0.581, 0.032, -4.964], [2.232, -0.780, -5.572], [1.834, 0.864, -5.253], [-0.509, 1.408, -6.957], [0.689, 2.071, -7.774], [-0.364, 0.879, -8.600], [2.440, 0.180, -9.096], [2.818, 1.382, -7.949], [3.441, -0.320, -7.747], [-2.424, -2.232, -6.915], [-2.152, -1.612, -8.417], [-1.855, -0.542, -7.162], [1.657, -1.594, -9.394], [-2.181, 3.620, -0.903], [-1.136, 2.581, -1.300], [-0.339, 2.996, -2.650], [0.731, 4.073, -2.445], [1.662, 3.660, -1.366], [0.941, 3.370, 0.026], [-0.150, 2.418, -0.231], [-0.666, 1.917, 0.845], [1.951, 2.675, 0.950], [0.695, 4.720, 0.532], [-1.709, 1.131, -1.543], [-3.194, 3.235, -1.024], [-2.085, 3.893, 0.148], [-2.088, 4.539, -1.482], [0.049, 2.124, -3.176], [-1.056, 3.479, -3.313], [1.254, 4.204, -3.393], [0.302, 5.032, -2.154], [2.397, 4.449, -1.203], [2.103, 2.697, -1.623], [2.767, 3.345, 1.220], [2.415, 1.795, 0.505], [1.540, 2.408, 1.924], [1.574, 5.297, 0.822], [0.173, 4.627, 1.485], [0.077, 5.385, -0.071], [-0.971, 0.410, -1.192], [-2.504, 1.039, -0.803], [-2.191, 1.000, -2.511], [-0.064, 1.178, 0.963]],
  "total_energy_ev": -176238.557,
  "s_squared": 0.75,
  "total_charge": 1,
  "orbital_gap_ev": [3.58, 2.34],
  "spin_multiplicity": 2,
  "e_homo_ev": [-8.9, -8.9]
}

=====

{
  "formula": "C3H2BrCl3",
  "method": "ωB97M-V/def2-TZVPD",
  "elements": ["Cl", "C", "C", "Cl", "C", "Cl", "Br", "H", "H"],
  "xyz": [[1.121, 2.266, 0.671], [1.003, 0.722, 0.050], [-0.187, 0.535, -0.707], [-0.129, 1.738, -1.870], [-1.484, -0.360, -0.402], [-0.947, -2.052, -0.236], [-3.084, 0.762, 0.530], [1.249, 0.053, 0.774], [-1.948, -0.387, -1.291]],
  "total_energy_ev": -110749.167,
  "de_lowest_ev": 3.009,
  "smiles": "Cl/C=C(\\Cl)[C@@H](Cl)Br",
  "orbital_gap_ev": [7.26, 7.28],
  "e_homo_ev": [-8.8, -8.9]
}